# 1
40
Properties=species:S:1:pos:R:3:forces:R:3 method="wB97M-V/def2-TZVPD" total_energy_ha=-752.028903 de_lowest_kj_mol=0.0 lumo_ev=0.42 homo_lumo_gap_ha=0.3151 homo_energy_ev=-8.150
Ag 0.0921 0.6155 0.2608 -0.0003 0.3141 0.8683
O -2.1490 0.5589 -0.7106 0.7392 1.8217 -1.4752
O 2.2676 -0.5316 0.0707 0.8890 1.5797 -0.8919
N 0.4956 1.7901 -1.8304 0.7383 0.9145 1.2216
N -0.0297 -1.3901 1.6327 0.8762 0.1409 0.6051
C 2.2607 -1.7967 0.7062 -2.2429 1.2172 0.3745
C -3.4488 0.4254 -0.1555 0.6199 -0.2369 -0.2067
C 1.5047 -2.9786 2.8313 -0.2490 1.2435 0.2290
C 1.3583 -1.6304 2.0242 2.1176 -2.5546 -1.1415
C -1.9976 1.7742 -1.5334 0.3426 -0.8755 -0.0561
C -0.7544 0.4113 -3.3675 -1.1994 -0.4465 0.4158
C 2.8658 -0.4512 -1.2619 -0.2233 -0.4207 1.6680
C -0.7593 1.6941 -2.5133 -1.2888 -1.2057 -1.3426
B -0.7498 1.6753 2.6227 -0.5449 -0.2677 0.2253
H 3.9080 -0.7529 -1.1572 0.0283 -0.3491 -0.3835
H -3.2879 -0.3459 0.5977 -0.6102 0.0755 0.0341
H -3.8342 1.3425 0.2901 0.2083 0.0584 0.1791
H -0.4328 -2.2800 1.3765 -0.0051 -0.2954 -0.3255
H 3.2832 -2.1126 0.9131 -0.1768 -0.5278 -0.0881
H -2.9340 1.9251 -2.0705 0.0614 -0.1581 -0.4908
H 0.1736 0.2198 -3.9063 0.0898 0.1548 0.2154
H -1.5264 2.4191 2.7125 -2.8930 3.0099 0.1298
H 0.8163 -3.0378 3.6743 -0.2202 0.4671 0.0779
H 0.5495 2.7571 -1.5438 -0.0104 0.2984 0.9114
H 1.2617 1.8121 -2.4882 0.1020 -0.7915 -0.3851
H -0.4747 -1.1663 2.5113 -0.6165 0.7056 -0.0306
H 1.2368 -3.8614 2.2509 0.5496 -0.0050 -0.3477
H 1.6071 -2.3505 0.0322 0.6780 -1.3731 -0.0283
H -1.2091 0.7742 2.2468 -1.9926 -3.7478 -0.9435
H -1.9122 2.6513 -0.8918 0.2726 -0.0111 0.3418
H 2.8745 0.5804 -1.6138 -0.2748 -0.0556 0.4090
H -1.5630 0.4004 -4.0983 0.0193 0.4858 -0.2410
H -4.1057 0.1184 -0.9693 -0.3650 -0.2262 0.1679
H -0.7649 2.4905 -3.2575 -0.8609 0.5042 0.1589
H 2.2797 -1.0631 -1.9476 0.2223 -0.1814 -0.1591
H -1.0452 -0.4465 -2.7611 0.5914 -0.1468 0.2892
H -0.2202 1.6093 3.5604 1.9884 -0.7570 3.5759
H 2.4886 -2.9945 3.3001 0.1796 -0.5207 -0.3556
H 1.8879 -0.8449 2.5633 -0.9473 0.4363 0.2270
H -0.0127 1.9900 1.9003 3.4076 1.7267 -3.4325

---

# 2
45
Properties=species:S:1:pos:R:3:forces:R:3 method="wB97M-V/def2-TZVPD" total_energy_ha=-1619.327870 lumo_ev=-1.45 homo_lumo_gap_ha=0.2585 homo_energy_ev=-8.486
Cl -0.4051 -0.0139 -1.0716 -4.5488 -3.3392 -1.9112
Na -1.7187 -0.6178 -3.7478 -2.5010 -2.7091 -3.8915
O 0.6905 -0.9415 -1.1382 1.3395 2.8864 0.4842
O -3.2622 -1.8522 0.1826 -5.0227 1.7127 1.5840
O -0.8934 0.1574 -2.4324 2.9305 2.7056 2.7768
O -0.1133 3.3295 -1.1815 -3.3359 1.9358 -1.8152
O -0.5953 -2.7582 -2.0300 -1.1571 -1.9986 -2.3442
O -1.5103 -0.6371 -0.3865 3.3522 2.7648 -0.7928
O -0.1580 1.2736 -0.5689 -4.8445 -2.6110 -4.7526
O -0.3836 -0.9219 1.9049 -0.6420 -1.5318 0.4564
O 1.4321 1.6849 0.5899 6.2328 2.9657 -0.4536
C 1.9186 2.8891 0.0468 0.5211 1.1528 2.7108
C -1.5409 3.1571 -1.1924 0.1267 0.6329 -1.2438
C 2.7835 3.4432 1.1846 0.4441 0.3259 -0.7233
C 0.3965 0.1751 1.5438 -0.3952 -0.5122 3.0389
C -0.4020 -3.9292 -1.2021 2.7759 1.5713 0.4767
C -2.3898 -2.8343 -0.0318 0.4133 -0.6378 0.3789
C 0.7351 -3.4726 -0.2059 0.0518 -1.4504 -0.2398
C 0.9451 0.8262 2.7666 0.7361 0.7808 1.1873
H 0.6002 -2.4739 0.2095 -0.4387 -0.7127 -0.1184
H 0.1943 1.3495 3.3587 -0.4295 -0.5262 0.2141
H -2.8643 -0.9843 0.0822 -0.7518 -0.7400 0.4844
H 1.2412 -0.2341 0.9895 -0.2391 0.3249 -0.0681
H -1.8611 -2.4674 -0.9116 -0.3960 -1.8066 0.7917
H -0.1656 -1.9709 -1.6876 0.4739 -1.4179 0.1089
H 2.4701 2.8717 -0.8932 0.1733 -0.5257 -0.2101
H -1.8392 2.8229 -2.1861 -0.2223 0.0030 -0.3491
H 3.1770 4.4139 0.8829 0.1691 0.1214 0.1522
H 1.7032 -3.4146 -0.7035 0.0041 -0.1060 -0.2143
H 1.0489 3.5367 -0.0646 1.4210 0.2691 0.3509
H -1.8845 2.3581 -0.5353 -0.2155 0.7136 0.4919
H 2.2142 3.5724 2.1051 -0.1560 0.0395 -0.1500
H -0.1748 0.9618 1.0511 -0.5494 -1.7635 2.0747
H -1.7840 -2.9931 0.8603 0.8435 0.1758 0.1134
H 0.8129 1.2205 0.0219 3.8073 1.2459 1.2542
H 3.6154 2.7776 1.4146 0.1024 -0.0241 -0.0424
H -2.8992 -3.7971 -0.0733 -0.5308 0.0331 -0.7459
H 0.1784 2.4265 -1.3269 0.5593 1.4045 -0.7407
H 1.5766 1.6438 2.4192 0.2133 -0.7244 0.8989
H 0.8487 -4.1902 0.6066 -0.0568 -0.0096 0.0876
H -2.0262 4.1237 -1.0573 0.1052 -0.1762 0.4481
H -1.2504 -4.2539 -0.5997 0.2743 0.0018 -0.8784
H 1.4881 0.0974 3.3683 -0.0138 0.1422 0.2633
H -0.0735 -4.7122 -1.8856 0.0807 -0.1181 0.2637
H 0.1248 -1.6421 1.5248 -0.7046 -0.4683 0.5930

---

# 3
54
Properties=species:S:1:pos:R:3:forces:R:3 method="wB97M-V/def2-TZVPD" total_energy_ha=-1947.231381 de_lowest_kj_mol=13.8 lumo_ev=-0.21 homo_lumo_gap_ha=0.2799 homo_energy_ev=-7.823 smiles="[H]/N=C/C[PH4].C[N+](=O)[O-].C[N+](=O)[O-].C[N+](=O)[O-].C[N+](=O)[O-].C[N+](=O)[O-].C[N+](=O)[O-]"
P -2.1252 -1.9355 2.3096 -0.0846 0.2298 -0.2460
O 1.1077 -3.2922 2.8932 0.0536 0.0042 0.0588
O 2.2947 4.1157 0.5764 -0.0889 0.0201 0.0313
O -0.8952 1.2385 -2.0408 -0.0564 -0.0539 -0.0158
O 1.5639 0.5659 -5.9055 -0.0699 -0.0438 -0.0431
O 1.8115 2.7028 -5.8759 0.0018 0.0623 0.0518
O 7.1304 2.4862 0.6423 0.0270 -0.0220 0.0317
O -4.5816 -4.2708 4.4564 0.0193 -0.0033 0.0579
O -5.5454 -2.4024 3.9820 0.0047 0.0732 0.0002
O 6.3498 3.2647 -1.2065 -0.0069 0.0129 -0.0713
O 0.5362 4.8035 -0.4537 -0.0350 0.0566 -0.0435
O 0.1757 -4.3556 1.2644 -0.0214 0.0403 -0.0201
O 0.3129 -0.2212 -1.0115 0.0061 -0.0074 0.0040
N 1.2506 1.6941 -6.2373 0.0222 -0.0038 -0.0568
N -3.1958 1.4016 0.6063 0.1830 -0.2947 0.0629
N 0.1460 0.6463 -1.8457 0.1794 0.0940 -0.1071
N 1.0787 -4.1628 2.0486 0.1112 -0.1597 -0.0255
N 6.3763 3.1901 0.0037 -0.0179 -0.0024 0.0399
N -5.3759 -3.5948 3.8403 0.0111 -0.0680 -0.0358
N 1.1220 4.0230 0.2572 0.0136 -0.0785 0.0085
C -6.2180 -4.2726 2.8167 0.0171 -0.1320 -0.0285
C 0.3795 2.8440 0.7794 -0.2443 -0.0201 -0.0489
C 0.0821 1.8279 -7.1489 -0.0261 0.1106 -0.0633
C 5.3947 4.0234 0.7500 0.0778 -0.0332 0.1566
C -2.3540 0.4593 0.7905 -0.0718 0.3742 0.0454
C 2.2592 -5.0674 1.9850 0.0203 -0.1006 -0.0928
C 1.3066 1.0349 -2.6930 0.1192 -0.0417 0.0673
C -1.8651 0.0201 2.1200 -0.3460 -0.0578 -0.2772
H -0.0737 2.8807 -7.3491 0.0294 0.0114 0.0224
H 4.4025 3.7270 0.4320 0.0541 0.0564 -0.0730
H -2.8213 -1.7307 3.5250 0.0745 -0.0323 0.0318
H 1.0290 0.8541 -3.7254 0.0102 0.0244 0.0237
H 2.3477 -5.5504 2.9531 0.0279 0.0528 0.0300
H -0.6414 2.8811 0.4153 0.0097 0.0280 -0.0087
H -0.7865 0.2045 2.1624 0.0181 -0.0835 0.1685
H 5.5833 5.0602 0.4900 -0.0422 -0.0063 -0.0812
H 2.1596 0.4314 -2.4082 -0.0252 -0.0305 0.0269
H -2.2843 -3.3889 2.4286 -0.1079 0.0046 0.1047
H -2.3884 0.5551 2.9144 0.0917 0.0855 0.0212
H -6.0113 -3.7966 1.8631 -0.0397 0.0559 0.0122
H -1.9398 -0.0851 -0.0628 -0.0074 -0.0459 0.0441
H 2.0939 -5.7879 1.1935 -0.0319 0.0138 -0.0083
H 1.4945 2.0924 -2.5267 -0.0740 0.0232 -0.0571
H -2.8830 -1.9523 1.1116 -0.0364 -0.0390 0.0530
H 0.4121 2.8885 1.8635 0.0778 -0.0179 0.0062
H -3.3706 1.4905 -0.3954 -0.0605 0.0586 0.0144
H 5.5377 3.8481 1.8094 0.0414 -0.0187 -0.0071
H 0.8977 1.9583 0.4225 0.0514 -0.0240 0.1108
H 0.3156 1.2780 -8.0553 -0.0160 -0.0626 0.0261
H -5.9556 -5.3232 2.8015 0.0280 0.0038 0.0240
H -0.7723 1.3864 -6.6449 0.0176 -0.0603 -0.0113
H -7.2550 -4.1237 3.1010 -0.0038 0.0699 -0.0280
H 3.1293 -4.4492 1.7874 0.0064 0.0208 0.0638
H -0.7420 -2.1147 2.1904 0.1089 -0.0431 0.0503